C39H47GeI2N4O3SiTa as an isolated structure in a non-equilibrium geometry, computed with wB97M-V/def2-TZVPD.

XYZ file:
```
98
Properties=species:S:1:pos:R:3:forces:R:3
Ta -0.47756 -0.79366 -0.46189 -0.11 1.87 -3.12
I 0.92386 -7.93221 2.59830 -0.15 0.46 -0.22
C 0.37001 -6.07916 1.76306 0.21 -0.36 0.11
C -0.19250 -6.03279 0.49323 -0.01 -0.08 0.24
C -0.55467 -4.80566 -0.02074 -0.34 0.94 -0.65
I -1.25486 -4.53712 -1.97980 -0.01 -0.49 0.05
C -0.38777 -3.62167 0.70123 0.76 -1.97 1.18
O -0.76711 -2.45335 0.17659 -0.83 -0.73 0.44
C 0.26411 -3.67304 1.94443 -0.20 0.39 -0.42
C 0.61790 -2.37477 2.62424 -0.25 -0.13 0.01
N 1.37481 -1.50837 1.70621 -0.40 0.58 -0.67
C 2.67867 -2.04499 1.32374 0.10 0.05 -0.17
C 2.82305 -2.48632 -0.11837 0.18 -0.21 0.26
C 3.96138 -3.23086 -0.43240 -0.19 0.11 -0.13
C 4.21115 -3.58752 -1.74162 -0.20 0.13 0.09
C 3.30505 -3.18987 -2.71591 -0.05 0.08 0.15
C 2.18665 -2.48137 -2.32450 0.06 -0.12 -0.44
N 1.94781 -2.13459 -1.05638 -1.48 0.81 0.38
C 0.63137 -4.90516 2.46035 -0.07 -0.05 -0.02
H -0.34800 -6.94005 -0.06966 0.00 -0.01 -0.10
H 1.18543 -2.58203 3.54201 -0.11 0.07 -0.12
H -0.29522 -1.83289 2.89794 0.14 -0.07 0.10
H 1.49727 -0.59649 2.14300 0.00 -0.17 0.02
H 2.94321 -2.90252 1.95533 -0.01 0.17 -0.02
H 3.44347 -1.27208 1.46815 -0.15 -0.16 0.09
H 4.64873 -3.50572 0.35239 0.04 -0.03 0.13
H 5.08740 -4.16205 -1.99743 0.10 -0.04 -0.04
H 3.46997 -3.42262 -3.75406 -0.09 -0.05 -0.15
H 1.45222 -2.18103 -3.06002 0.00 0.02 0.03
H 1.12917 -4.95654 3.41736 0.04 0.05 0.09
N -3.00521 4.78916 -1.70158 0.29 0.37 -0.24
C -4.04372 3.95543 -1.52200 0.17 -0.44 0.25
O -5.10097 4.03418 -2.09652 -0.28 0.09 -0.04
C -3.82698 2.81389 -0.54949 -0.11 -0.28 -0.04
C -4.78328 2.58112 0.43647 0.19 -0.18 -0.15
C -4.68099 1.43718 1.21133 0.16 0.04 -0.11
C -3.63880 0.55689 0.96682 -0.20 -0.10 0.29
N -2.72451 0.77565 0.02446 1.27 -1.20 -0.17
C -2.81539 1.87732 -0.71766 0.00 0.44 -0.15
H -3.15000 5.58238 -2.30868 0.05 -0.05 -0.02
H -2.15634 4.74621 -1.16467 -0.11 -0.03 0.10
H -5.60160 3.27369 0.56717 -0.06 0.05 -0.01
H -5.40974 1.22423 1.97607 -0.02 -0.08 0.11
H -3.53046 -0.35873 1.53331 -0.09 -0.02 0.06
H -2.05831 2.00406 -1.47924 0.04 0.08 -0.09
C 0.81792 3.93719 -1.27646 0.08 -0.37 0.27
C 0.85435 3.76935 0.24752 -0.10 -0.41 0.00
C -0.46211 4.26220 0.86438 0.27 -0.35 0.04
C 2.01405 4.60112 0.80190 0.02 -0.34 0.08
Si 1.14357 1.92689 0.72695 1.18 1.10 0.71
O 0.16589 0.88366 -0.13798 -0.34 -0.07 -0.04
C 2.83310 1.24300 0.19403 -0.54 0.34 0.34
C 2.98929 0.77884 -1.11275 -0.13 0.21 0.01
C 4.19703 0.26929 -1.55216 0.04 0.01 -0.09
C 5.27313 0.19884 -0.68272 -0.05 0.06 -0.04
C 5.13754 0.65557 0.61753 0.11 -0.01 0.12
C 3.93003 1.17770 1.04991 -0.06 0.11 -0.01
C 0.69150 1.62793 2.55308 0.14 0.09 -0.67
C -0.46628 0.93192 2.90266 0.07 0.03 -0.20
C -0.83277 0.75225 4.22512 -0.10 -0.06 0.06
C -0.04328 1.26983 5.23884 0.03 0.07 -0.07
C 1.09562 1.98810 4.91488 0.09 0.00 0.05
C 1.45591 2.16495 3.58935 0.07 0.04 -0.09
H 0.64395 4.98155 -1.53539 -0.03 0.09 -0.03
H 0.03137 3.32808 -1.72158 -0.12 -0.02 -0.18
H 1.76869 3.63961 -1.71514 0.07 -0.01 -0.16
H -0.69079 5.27300 0.52830 -0.01 0.14 -0.07
H -0.39083 4.28878 1.94965 -0.09 0.00 0.12
H -1.28537 3.59578 0.60488 -0.21 0.05 0.00
H 1.93731 5.63000 0.45833 -0.05 0.16 -0.04
H 2.97435 4.20952 0.47356 0.18 0.03 -0.07
H 2.00265 4.61098 1.88871 0.05 0.07 0.18
H 2.15227 0.83835 -1.79952 0.02 -0.04 -0.13
H 4.30355 -0.06607 -2.57223 0.01 -0.04 -0.13
H 6.21952 -0.18470 -1.02624 0.15 -0.09 -0.03
H 5.97501 0.61000 1.29489 0.14 0.01 0.09
H 3.83889 1.53914 2.06301 0.07 0.02 0.18
H -1.10656 0.54682 2.11412 -0.13 -0.05 0.05
H -1.73892 0.22250 4.47312 -0.14 -0.11 0.02
H -0.31765 1.13214 6.27270 -0.06 -0.02 0.10
H 1.70418 2.41424 5.69700 0.07 0.04 0.08
H 2.33919 2.74083 3.35886 0.16 0.09 0.04
C -2.91590 -2.54942 -4.46508 -0.01 0.29 0.44
Ge -3.02397 -1.12689 -3.07998 -0.38 -0.13 0.08
C -4.10203 0.39818 -3.75848 0.38 -0.44 0.18
C -3.91768 -1.81680 -1.42144 0.23 0.30 -0.58
C -1.08337 -0.59563 -2.67730 0.47 -0.39 2.31
H -3.49663 -3.41270 -4.15426 -0.15 -0.09 0.08
H -1.89766 -2.88453 -4.64142 0.17 0.06 -0.01
H -3.32421 -2.19908 -5.40714 -0.04 0.13 -0.11
H -5.12142 0.03037 -3.87472 -0.05 -0.06 0.04
H -3.76902 0.73773 -4.73351 0.16 -0.01 -0.12
H -4.13493 1.25409 -3.09188 0.02 0.04 0.15
H -4.48997 -2.69665 -1.69383 -0.01 -0.24 -0.01
H -4.61998 -1.08468 -1.03628 -0.05 0.17 0.00
H -3.22962 -2.09167 -0.62521 0.04 -0.13 0.05
H -0.89560 0.42585 -3.00977 0.04 0.18 0.17
H -0.48202 -1.24352 -3.31141 0.04 -0.26 -0.03
```
Positions in Å, forces in eV/Å.

Computed properties:
Energy relative to the best compared isomer or geometry (same formula, charge and spin), kcal/mol: 74.10
Multiplicity: 1
HOMO-LUMO gap, eV: 6.031
Total charge: +2
Lowest unoccupied orbital energy, eV: -7.3
Highest occupied orbital energy, eV: -13.30
Largest force on an atom, eV/A: 3.6


C24H48N6O6PdSSi as an isolated structure in a non-equilibrium geometry, computed with wB97M-V/def2-TZVPD.

XYZ file:
```
87
Properties=species:S:1:pos:R:3:forces:R:3
Pd -0.83194 -0.85563 -1.04809 -0.59 0.05 -0.01
C 2.76425 -1.04241 -0.82955 0.04 0.06 0.01
C 2.27218 -1.17375 0.59961 -0.11 0.02 -0.02
C 3.03357 -0.22744 1.51104 0.03 -0.02 0.01
C 2.36947 -2.61329 1.07678 0.03 0.02 0.00
O 0.84249 -0.76697 0.57280 0.02 -0.01 0.07
Si -0.12425 -0.53004 1.90721 0.20 0.09 0.18
S -2.03187 -0.07754 0.96212 0.05 -0.02 -0.05
O -0.23096 -1.90490 2.69793 0.00 -0.06 -0.06
C -1.08026 -2.43540 3.76796 -0.02 0.04 -0.01
C -1.46142 -1.31126 4.71542 0.01 0.00 0.00
C -0.23859 -3.48919 4.46286 0.01 -0.01 0.01
C -2.29998 -3.04936 3.10222 0.00 -0.01 0.00
O 0.31999 0.71373 2.80217 -0.02 -0.04 0.08
C 0.17553 2.15619 2.83777 0.00 0.00 -0.03
C 0.14606 2.69152 1.41393 0.01 0.00 -0.01
C -1.11314 2.47730 3.57608 -0.01 0.00 0.00
C 1.38584 2.67918 3.59188 0.00 0.01 0.00
H 3.85326 -1.08510 -0.85063 0.00 -0.03 0.00
H 2.45275 -0.08605 -1.25005 0.04 -0.06 0.06
H 2.38902 -1.85541 -1.44994 -0.03 0.03 -0.01
H 4.08472 -0.51690 1.52426 0.00 0.01 0.00
H 2.66301 -0.26720 2.53478 0.01 0.00 0.00
H 2.96305 0.80092 1.15216 -0.01 -0.01 0.01
H 3.38659 -2.97532 0.91808 -0.01 -0.01 0.01
H 1.68023 -3.24898 0.51780 0.01 0.00 0.02
H 2.13098 -2.70768 2.13379 -0.03 0.00 0.01
H -0.57225 -0.82305 5.11501 0.00 -0.01 0.01
H -2.03856 -1.71279 5.54819 -0.01 0.01 0.00
H -2.07915 -0.56216 4.21242 0.00 0.00 0.00
H 0.64301 -3.03815 4.91905 0.00 0.00 0.00
H 0.08011 -4.25026 3.75048 -0.01 0.00 0.00
H -0.82032 -3.97390 5.24667 0.00 0.00 0.00
H -2.87836 -2.28532 2.57436 0.00 0.00 0.01
H -2.95118 -3.49750 3.85281 0.01 -0.01 0.00
H -2.00610 -3.81803 2.38780 0.00 0.01 -0.01
H -0.70792 2.28522 0.86091 -0.02 0.01 -0.01
H 1.06197 2.43291 0.87725 -0.01 0.00 0.00
H 0.04382 3.77768 1.42753 0.01 -0.01 0.01
H -1.98089 2.07362 3.04909 0.01 0.00 -0.01
H -1.23830 3.55713 3.66188 0.00 0.00 0.00
H -1.09065 2.05436 4.57988 0.00 0.00 0.00
H 2.30723 2.42421 3.06743 0.00 0.00 0.00
H 1.42218 2.24713 4.59121 0.00 0.00 0.00
H 1.33049 3.76378 3.68776 0.00 0.00 0.00
N -2.83501 -1.08638 -2.08918 0.10 -0.05 0.04
N -3.06532 -2.47335 -2.15875 -0.10 0.02 -0.05
C -2.46403 -3.34114 -1.23519 0.78 -0.14 -0.06
O -2.80056 -4.49762 -1.20890 -0.18 0.01 0.06
O -1.45156 -2.84394 -0.54705 0.20 -0.03 -0.09
H -3.56541 -0.61234 -1.56410 -0.02 0.04 0.03
H -2.81287 -0.70029 -3.02665 -0.01 0.00 -0.03
H -3.97971 -2.77192 -2.46829 -0.03 0.02 0.00
N 0.59346 -3.94615 -1.94030 -0.60 0.38 0.83
C 0.73996 -3.17724 -2.99038 -0.07 0.28 -0.10
C 1.44715 -3.64496 -4.14258 -0.02 -0.01 -0.01
C 1.58688 -2.81276 -5.22873 0.03 -0.05 -0.01
C 1.03235 -1.54489 -5.16011 -0.01 0.02 -0.04
C 0.35601 -1.14017 -3.97991 -0.08 -0.04 0.03
N 0.20544 -1.90261 -2.92871 0.21 -0.14 -0.03
H 0.95363 -4.89330 -1.95067 -0.06 0.02 0.05
H -0.02606 -3.60504 -1.12158 0.09 -0.32 -0.74
H 1.85202 -4.64857 -4.13688 0.00 -0.01 -0.01
H 2.11331 -3.14202 -6.11390 0.00 -0.01 0.01
H 1.10647 -0.85559 -5.98971 -0.01 0.01 0.01
H -0.07090 -0.14512 -3.90660 0.04 0.04 0.02
C -2.78418 2.72401 -1.39038 0.00 -0.01 0.03
N -1.46698 3.26433 -1.66800 0.02 0.00 -0.01
C -1.39024 4.72645 -1.66085 -0.01 -0.01 0.00
C 0.04448 5.19246 -1.55975 0.00 0.00 0.00
C 0.86314 4.45619 -2.59594 -0.01 -0.01 -0.01
N 0.72503 3.01410 -2.39506 0.00 0.01 0.04
C 1.85203 2.19677 -2.79644 -0.03 -0.01 -0.04
C -0.44132 2.45237 -2.00688 -0.06 0.02 0.14
O -0.57759 1.19777 -1.97040 0.22 -0.11 -0.30
H -3.09743 2.99158 -0.37838 0.00 -0.01 0.00
H -2.76145 1.64419 -1.48185 0.00 0.00 0.00
H -3.51355 3.13171 -2.09349 0.00 0.01 0.00
H -1.97686 5.08067 -0.81160 0.01 0.00 0.00
H -1.86196 5.11711 -2.56776 0.00 0.00 0.00
H 0.44300 4.98146 -0.56556 0.00 0.02 -0.01
H 0.09782 6.26770 -1.72182 0.00 0.00 -0.01
H 1.92113 4.69982 -2.50926 0.00 0.00 0.02
H 0.54462 4.72631 -3.60808 0.01 0.00 0.00
H 2.75295 2.52455 -2.27589 0.00 0.01 0.00
H 2.03100 2.27990 -3.87233 0.00 0.00 0.00
H 1.65540 1.16200 -2.54217 -0.03 0.02 -0.05
```
Positions in Å, forces in eV/Å.

Computed properties:
Energy relative to the best compared isomer or geometry (same formula, charge and spin), kcal/mol: 0.00
Multiplicity: 5
HOMO-LUMO gap (spin up / spin down), eV: 8.345 / 4.973
Total charge: +2
Lowest unoccupied orbital energy (spin up / spin down), eV: -5.9 / -9.3
Highest occupied orbital energy (spin up / spin down), eV: -14.23 / -14.25
Largest force on an atom, eV/A: 1.1
Expectation value of S²: 6.05


> Which of these has the highest largest force on an atom?

C39H47GeI2N4O3SiTa